{"formula": "C22H59BCsFMgNNaO12P2", "method": "ωB97M-V/def2-TZVPD", "de_lowest_kcal_mol": 0.0, "charge": 2, "gap_ev": 2.3, "species": ["C", "C", "C", "N", "C", "O", "C", "C", "O", "C", "C", "B", "O", "O", "P", "C", "O", "P", "C", "C", "C", "C", "H", "H", "H", "H", "H", "H", "H", "H", "H", "H", "H", "H", "H", "H", "H", "H", "H", "H", "H", "H", "H", "H", "H", "H", "H", "H", "H", "H", "H", "H", "H", "H", "O", "H", "Cs", "O", "H", "C", "O", "C", "C", "O", "C", "H", "H", "H", "H", "H", "H", "H", "H", "H", "H", "O", "H", "H", "H", "C", "O", "H", "H", "H", "H", "F", "C", "C", "C", "O", "C", "H", "H", "H", "H", "H", "H", "H", "H", "Na", "Mg"], "coordinates": [[-3.3416, -4.9233, 0.9293], [-2.8876, -3.8023, 0.0542], [-2.1266, -4.3377, -1.1940], [-0.7879, -3.8685, -1.0402], [0.2678, -4.8307, -1.0557], [0.9732, -4.7589, 0.1794], [0.1481, -5.1785, 1.2272], [0.3959, -4.2325, 2.3462], [1.7523, -4.3501, 2.8270], [2.2043, -3.1154, 3.3806], [3.3087, -2.3321, 2.4821], [2.8377, -0.8091, 2.3941], [2.9132, -0.1619, 1.2016], [2.3815, -0.1581, 3.5094], [-0.9374, -4.2526, 3.6643], [-0.0615, -4.1579, 5.2502], [-1.6407, -2.7855, 3.5415], [0.5911, -6.9635, 1.5924], [-0.3066, -7.9827, 0.3584], [0.6539, -8.8403, -0.4493], [-0.1296, -7.4907, 3.2002], [-1.6698, -7.5207, 3.2133], [-4.4009, -5.1614, 0.6830], [-2.7557, -5.8256, 0.8022], [-3.2623, -4.6341, 1.9697], [-3.7554, -3.2732, -0.2861], [-2.2124, -3.1711, 0.5991], [-2.5630, -3.9625, -2.0976], [-2.2075, -5.4125, -1.2106], [-0.5654, -3.1073, -1.7893], [0.9676, -4.5602, -1.8226], [-0.0539, -5.8354, -1.2777], [-0.9079, -5.0771, 1.0136], [0.3131, -3.2575, 1.8846], [2.5896, -3.2907, 4.3943], [1.3732, -2.4650, 3.5160], [4.2569, -2.3064, 3.0826], [3.4696, -2.7689, 1.4716], [2.0072, -0.0442, 0.8763], [1.4244, -0.2841, 3.5781], [-0.6126, -4.6227, 6.0380], [0.8706, -4.6827, 5.1506], [0.1984, -3.1418, 5.4790], [-2.4322, -2.8635, 2.9856], [-0.9186, -7.3845, -0.2945], [-0.9824, -8.6501, 0.8504], [0.8753, -9.7210, 0.1173], [1.5603, -8.3058, -0.6512], [0.1843, -9.1541, -1.3619], [0.2034, -8.4935, 3.3702], [0.2206, -6.8357, 3.9756], [-2.0504, -7.3055, 4.1908], [-2.0082, -8.5072, 2.9524], [-2.0800, -6.8506, 2.4942], [0.6236, -1.8901, -2.4453], [0.8968, -2.0907, -1.5471], [4.3292, -4.4294, 2.1296], [-6.1984, -5.8025, 1.2417], [-6.5455, -5.0677, 0.7118], [-0.3374, 5.4862, -0.0136], [1.0078, 5.1098, -0.2876], [1.5605, 4.2650, 0.7090], [1.5284, 2.8073, 0.3185], [0.2028, 2.3251, 0.2092], [-0.2888, 2.2583, -1.1235], [-0.7459, 5.8858, -0.9542], [-0.9716, 4.6564, 0.2968], [-0.3705, 6.2737, 0.7433], [1.0474, 4.4273, 1.6613], [2.6169, 4.5908, 0.8338], [2.0096, 2.2195, 1.1031], [2.0795, 2.6432, -0.6123], [0.1131, 1.3805, -1.6366], [-0.0369, 3.1593, -1.6929], [-1.3711, 2.1652, -1.0702], [0.4903, 7.1559, -3.2067], [0.7007, 8.1093, -3.1525], [-0.4521, 7.0055, -3.4318], [0.7329, 6.6867, -2.3593], [0.5266, 8.4254, 3.2192], [0.6549, 8.0757, 1.8341], [-0.4932, 8.7590, 3.3801], [0.7226, 7.5625, 3.8590], [1.2111, 9.2338, 3.4792], [1.5731, 7.7731, 1.6843], [-4.7092, -3.4324, 2.4943], [0.5783, 9.3478, -5.9303], [0.8868, 9.3955, -7.4389], [-0.5195, 9.3753, -8.0340], [-1.3604, 10.0248, -7.0852], [-0.6910, 10.2028, -5.8507], [1.3859, 9.7257, -5.2925], [0.3656, 8.3175, -5.6408], [1.3777, 10.3378, -7.6999], [1.5111, 8.5725, -7.7930], [-0.8699, 8.3498, -8.1669], [-0.5840, 9.8890, -8.9909], [-0.4493, 11.2646, -5.7335], [-1.3540, 9.9134, -5.0340], [2.9910, 10.8409, -7.4468], [3.3408, 6.5243, 1.4665]], "forces_ev_per_angstrom": [[0.242, 0.297, 0.611], [-0.768, -0.570, -0.542], [0.121, 0.241, 0.898], [0.221, 0.466, -2.149], [0.411, 0.794, -0.125], [0.331, -0.474, -0.723], [-0.065, -0.973, 1.036], [0.238, 0.852, 1.052], [0.111, 0.677, 0.319], [0.806, -0.165, -0.426], [-2.047, 3.832, 1.232], [0.479, -0.484, -0.012], [-0.427, -0.171, -0.726], [-0.729, -0.145, 0.256], [-1.336, -1.597, -0.091], [0.578, 0.434, -0.827], [0.615, 0.529, -0.257], [1.632, -0.268, 0.361], [0.081, 0.131, -0.083], [-0.415, 0.271, 0.167], [-1.556, 0.663, -0.893], [0.693, -0.594, 0.033], [-1.082, -0.634, -0.112], [-0.418, -0.779, -0.016], [-0.010, 0.089, 0.467], [-0.268, 0.817, -0.053], [0.131, 0.701, 0.230], [-0.414, 0.290, -0.518], [0.156, -0.540, -0.185], [0.339, -0.080, 1.026], [0.560, 0.255, -0.287], [-0.352, -0.453, 0.212], [-0.267, 0.130, -0.343], [-0.121, 0.570, -0.297], [0.199, -0.029, -0.266], [-0.705, 0.448, 0.048], [-0.815, 0.493, -0.685], [-1.502, 3.003, 0.712], [0.214, 0.480, -0.365], [0.064, 0.364, 0.477], [-0.552, -0.097, 0.428], [0.495, -0.498, -0.047], [-0.055, 0.642, 0.430], [-0.512, 0.087, 0.299], [-0.267, 0.388, -0.204], [-0.603, -0.254, 0.530], [0.437, -0.566, 0.277], [0.566, 0.169, -0.303], [-0.117, -0.191, -0.586], [0.685, -0.497, 0.241], [0.507, 0.201, 0.422], [-0.345, 0.276, 0.486], [-0.238, -0.524, -0.139], [-0.452, 0.615, -0.226], [-0.610, -0.379, 0.070], [0.320, 0.161, 0.269], [4.219, -8.530, -0.646], [1.079, 0.091, -0.320], [-0.086, 0.232, 0.110], [-0.099, 0.312, 0.024], [-0.287, 0.231, -0.337], [0.370, -0.121, -0.058], [-0.168, -0.309, 0.047], [-0.046, 0.242, -0.001], [0.042, -0.236, -0.074], [-0.118, -0.024, 0.059], [0.137, -0.167, -0.113], [-0.003, 0.007, -0.032], [0.004, -0.015, 0.029], [-0.481, -0.672, -0.086], [0.174, 0.145, 0.017], [0.035, 0.025, -0.016], [-0.008, -0.004, -0.063], [0.020, 0.022, 0.032], [-0.010, -0.042, 0.053], [0.106, -0.277, 0.386], [-0.057, -0.007, 0.147], [-0.007, -0.046, 0.111], [0.008, -0.084, 0.025], [0.172, -0.068, -0.151], [-0.048, -0.009, -0.023], [-0.051, -0.003, -0.044], [-0.023, 0.035, 0.055], [-0.025, 0.013, 0.061], [-0.555, 0.429, 0.110], [0.549, -0.072, -0.237], [0.061, 0.245, -0.089], [-0.100, -0.379, 0.305], [-0.159, -0.020, -0.003], [0.107, -0.043, -0.024], [0.090, 0.135, -0.135], [-0.052, -0.005, 0.017], [0.069, -0.084, -0.170], [-1.539, -0.243, -0.247], [-0.061, -0.032, -0.018], [0.122, -0.056, -0.069], [-0.050, 0.037, -0.007], [0.029, -0.013, 0.135], [-0.042, 0.022, -0.010], [1.621, 0.577, 0.092], [0.876, 0.360, 0.051]], "mulliken_charge": [-0.31, -0.17, -0.77, 0.02, -0.93, -0.28, 2.71, -1.28, -0.70, -0.09, -1.02, 0.47, -0.58, -0.53, 0.52, -1.24, -0.66, -0.37, -0.14, -1.63, -0.54, -1.15, -0.14, 0.05, 0.33, 0.55, 0.07, 0.44, 0.29, 0.40, 0.52, 0.13, -1.47, 0.77, 0.63, 0.15, 0.65, 0.12, 0.27, 0.34, 0.44, 0.30, 0.36, 0.34, 0.08, 0.53, 0.46, 0.34, 0.42, 0.58, 0.25, 0.39, 0.40, 0.13, -0.97, 0.16, 0.98, -0.42, 0.31, -0.71, 0.17, -0.20, -0.54, -0.37, -0.66, 0.35, 0.32, 0.15, 0.54, -0.14, 0.27, 0.34, 0.40, 0.19, 0.23, -0.39, 0.48, 0.44, 0.43, -0.57, -0.22, 0.24, 0.26, 0.28, -0.01, -0.56, -0.21, -0.59, -0.59, -0.37, -0.42, 0.42, 0.05, 0.04, 0.54, 0.27, 0.34, 0.28, 0.30, 0.96, -0.26]}

***

{"formula": "C22H59F6N6O29S6", "method": "ωB97M-V/def2-TZVPD", "charge": -1, "gap_ev": 9.1, "species": ["C", "F", "F", "F", "S", "O", "O", "N", "S", "O", "O", "C", "F", "F", "F", "C", "O", "H", "H", "H", "H", "C", "O", "H", "H", "H", "H", "C", "O", "H", "H", "H", "H", "O", "S", "O", "O", "C", "C", "C", "H", "H", "H", "H", "H", "H", "H", "H", "O", "S", "O", "O", "C", "C", "C", "H", "H", "H", "H", "H", "H", "H", "H", "O", "S", "O", "O", "C", "C", "C", "H", "H", "H", "H", "H", "H", "H", "H", "O", "S", "O", "O", "C", "C", "C", "H", "H", "H", "H", "H", "H", "H", "H", "C", "N", "O", "O", "H", "H", "H", "C", "N", "O", "O", "H", "H", "H", "C", "N", "O", "O", "H", "H", "H", "C", "N", "O", "O", "H", "H", "H", "C", "N", "O", "O", "H", "H", "H"], "coordinates": [[-7.0220, -0.0077, 8.3466], [-7.2791, 1.0208, 9.1547], [-5.9653, 0.2760, 7.6184], [-6.7709, -1.0667, 9.1287], [-8.4911, -0.4473, 7.3016], [-7.9881, -1.2653, 6.2483], [-9.4077, -1.1430, 8.1600], [-9.0146, 0.9742, 6.6752], [-10.2878, 1.4307, 7.5248], [-11.4971, 0.7353, 7.1791], [-10.0224, 1.5677, 8.9300], [-10.5184, 3.1564, 6.9459], [-9.3805, 3.8303, 7.1635], [-10.7571, 3.1754, 5.6367], [-11.4914, 3.7718, 7.6102], [-7.7367, -4.2256, 9.6253], [-8.4318, -3.7731, 8.5000], [-7.3179, -5.2135, 9.4335], [-6.9482, -3.5265, 9.9317], [-8.3887, -4.3641, 10.4997], [-8.9253, -2.9745, 8.7227], [-11.1948, 0.4874, 3.7384], [-9.8179, 0.7739, 3.8215], [-11.8062, 1.3940, 3.8860], [-11.4334, 0.1178, 2.7424], [-11.5044, -0.2303, 4.5049], [-9.6103, 0.9153, 4.7544], [-6.9113, 3.4228, 5.5676], [-7.1182, 2.1594, 4.9603], [-7.6332, 4.1805, 5.2481], [-7.0228, 3.3251, 6.6597], [-5.8767, 3.7155, 5.3944], [-7.7273, 1.6611, 5.5160], [-6.8838, -3.1272, 3.7791], [-7.1386, -4.4695, 4.1744], [-7.2401, -5.4509, 3.1538], [-5.9738, -4.9202, 5.1524], [-5.7338, -4.0397, 6.2657], [-4.2874, -4.1637, 6.6712], [-8.5533, -4.5005, 5.2313], [-6.3780, -4.3272, 7.0985], [-5.9424, -2.9973, 6.0236], [-3.6404, -4.0881, 5.7905], [-3.9923, -5.0415, 7.2449], [-3.9532, -3.2968, 7.2541], [-8.7557, -5.5511, 5.4249], [-9.3518, -3.9704, 4.7225], [-8.2993, -3.9796, 6.1513], [-17.7737, -2.4217, 6.1641], [-16.7265, -1.5507, 5.8058], [-16.6261, -0.2568, 6.3995], [-15.3782, -2.3344, 6.0485], [-14.1913, -1.5686, 6.3423], [-13.0060, -2.5083, 6.3572], [-16.6692, -1.3715, 4.0428], [-14.2809, -1.0393, 7.2863], [-13.9750, -0.8465, 5.5496], [-13.0115, -3.2354, 7.1661], [-12.0791, -1.9338, 6.3807], [-12.9727, -3.0411, 5.4010], [-15.9237, -0.6147, 3.8207], [-17.6606, -1.1383, 3.6710], [-16.3398, -2.3432, 3.6787], [-8.4448, 3.7311, 0.6835], [-9.0652, 4.7265, 1.4697], [-8.3429, 5.8916, 1.8613], [-10.3488, 5.1804, 0.6266], [-10.9632, 6.4223, 1.0390], [-12.3928, 6.4046, 0.5444], [-9.8660, 3.9847, 2.8593], [-10.3785, 7.2424, 0.6246], [-10.9714, 6.5177, 2.1277], [-12.4513, 6.1086, -0.5053], [-12.8503, 7.3924, 0.6148], [-12.9958, 5.6970, 1.1125], [-10.2730, 4.7878, 3.4632], [-9.0854, 3.4197, 3.3719], [-10.6089, 3.2992, 2.4691], [-9.2483, 6.9375, 10.2042], [-9.7813, 7.9915, 9.4122], [-9.8689, 9.3018, 9.9249], [-8.9646, 8.1149, 8.0795], [-8.6685, 6.8806, 7.3680], [-7.1606, 6.6672, 7.4745], [-11.3705, 7.4958, 8.8128], [-8.8975, 7.0350, 6.3183], [-9.1325, 6.0260, 7.8494], [-6.8472, 5.6415, 7.2708], [-6.8080, 6.8502, 8.4918], [-6.6056, 7.3476, 6.8277], [-12.0748, 7.5852, 9.6370], [-11.2902, 6.4808, 8.4331], [-11.6845, 8.1832, 8.0307], [-14.1659, 5.5399, 5.9155], [-13.7784, 5.5970, 4.4778], [-12.8254, 4.9227, 4.1369], [-14.4027, 6.3469, 3.7634], [-14.5529, 6.5137, 6.1884], [-13.3249, 5.2108, 6.5106], [-14.9665, 4.8020, 5.9599], [-10.4415, -0.8086, 11.1174], [-11.1346, -2.1082, 10.8739], [-10.7136, -3.0853, 11.4718], [-12.0150, -2.1339, 10.0453], [-10.3825, -0.6599, 12.1902], [-10.9854, -0.0529, 10.5690], [-9.4409, -0.9497, 10.7210], [-9.0598, 3.8152, 11.3939], [-7.7266, 3.9012, 10.7572], [-6.7797, 4.0555, 11.5003], [-7.6733, 3.9623, 9.5458], [-9.7951, 3.5513, 10.6413], [-9.2608, 4.8255, 11.7484], [-9.0616, 3.1265, 12.2307], [-3.7094, 1.1579, 5.1698], [-3.8405, -0.1107, 4.3919], [-4.8276, -0.7861, 4.5876], [-2.9745, -0.3322, 3.5696], [-4.6090, 1.2788, 5.7601], [-3.6180, 1.9569, 4.4423], [-2.8237, 1.0698, 5.7910], [-5.3229, 0.4317, 12.0128], [-6.5349, 0.9476, 12.6861], [-7.6103, 0.4803, 12.3466], [-6.3740, 1.7720, 13.5565], [-5.0921, 1.0479, 11.1498], [-5.5468, -0.5688, 11.6472], [-4.5300, 0.3541, 12.7461]], "forces_ev_per_angstrom": [[-0.757, 0.117, 0.657], [0.071, 0.071, -0.122], [0.315, -0.023, -0.250], [0.277, -0.100, -0.171], [0.077, -1.018, -1.793], [0.728, 0.512, -0.241], [-0.301, 0.803, 0.837], [-0.066, -1.082, 1.309], [-1.375, -0.180, 1.066], [0.112, 0.353, -0.453], [0.109, 0.413, 0.184], [1.233, -0.156, -0.507], [-0.290, 0.105, 0.027], [-0.338, 0.179, 0.131], [-0.263, -0.104, -0.064], [-0.095, -0.099, 0.999], [-0.141, -0.184, -0.292], [0.172, 0.124, -0.292], [0.136, -0.151, -0.124], [-0.074, 0.121, -0.138], [0.041, 0.047, -0.173], [-0.326, 0.420, 0.231], [-0.139, 0.049, -0.177], [0.048, -0.075, 0.033], [0.193, -0.195, 0.004], [-0.033, -0.132, -0.154], [0.138, -0.159, -0.154], [0.004, -0.720, 0.905], [0.315, 0.422, -0.339], [0.212, 0.079, -0.280], [0.054, 0.147, -0.138], [-0.082, 0.315, -0.289], [-0.077, 0.020, -0.090], [-0.039, 0.488, 0.016], [-0.092, 1.005, -0.149], [-0.011, -0.940, -0.088], [-0.180, -0.302, 0.025], [0.459, 0.129, 0.905], [1.128, 0.608, -0.227], [0.472, -0.178, 0.003], [-0.136, -0.034, -0.132], [-0.139, -0.121, -0.375], [-0.193, -0.285, -0.067], [-0.350, -0.217, -0.159], [-0.456, -0.039, 0.174], [-0.304, 0.062, 0.037], [-0.093, -0.144, -0.084], [-0.125, 0.044, 0.033], [-0.949, -0.885, 0.182], [0.960, 0.751, -0.438], [-0.079, 0.370, 0.166], [-0.144, -0.045, 0.193], [1.265, 0.123, -0.019], [0.076, -0.294, -0.570], [0.210, -0.505, 0.328], [-0.291, -0.006, 0.003], [-0.477, 0.129, 0.020], [-0.078, 0.094, 0.088], [-0.085, 0.123, 0.346], [-0.089, -0.132, 0.118], [-0.093, 0.110, -0.145], [-0.006, 0.187, 0.002], [-0.103, 0.058, -0.202], [0.385, -0.605, -0.463], [-0.960, -0.116, -0.018], [0.239, 0.469, 0.335], [0.120, 0.267, 0.209], [-0.392, 0.056, -0.104], [-0.148, -0.082, -0.363], [0.791, 0.073, -0.251], [-0.027, 0.011, -0.008], [0.190, -0.082, -0.031], [0.180, 0.017, 0.019], [0.068, 0.005, 0.189], [0.035, 0.048, 0.084], [-0.167, -0.140, 0.149], [-0.124, -0.006, 0.161], [-0.130, -0.012, 0.104], [0.179, -0.585, 0.418], [-0.327, -0.347, -0.702], [-0.083, 1.055, 0.451], [-0.296, 0.000, -0.376], [1.903, -0.153, 0.352], [0.501, 0.020, 0.310], [-0.079, 0.180, -0.013], [-0.662, -0.095, 0.085], [-0.472, 0.118, -0.220], [-0.296, 0.031, -0.287], [-0.271, 0.047, 0.054], [-0.103, -0.034, -0.096], [0.068, -0.249, 0.086], [-0.161, -0.060, 0.081], [0.139, 0.030, -0.058], [-0.498, -0.276, -0.166], [0.769, 0.252, 0.389], [-0.232, -0.008, -0.132], [-0.204, -0.051, -0.201], [0.043, 0.047, 0.037], [0.117, 0.013, -0.082], [0.021, 0.022, 0.133], [-0.063, -0.370, -0.023], [0.383, -0.148, -0.154], [-0.099, 0.143, 0.058], [-0.236, -0.002, 0.054], [-0.086, 0.067, 0.012], [0.095, 0.163, 0.052], [0.027, 0.177, -0.035], [-0.635, 0.224, -0.076], [-0.090, 0.732, -0.083], [0.250, -0.378, 0.052], [0.008, -0.252, 0.038], [0.138, -0.177, -0.064], [0.060, -0.019, 0.017], [0.318, -0.125, -0.047], [-0.227, -0.121, 0.068], [-0.624, 0.322, -0.094], [0.434, -0.092, 0.082], [0.197, -0.189, 0.036], [-0.051, -0.021, -0.011], [0.142, 0.031, 0.009], [0.089, 0.056, -0.076], [0.047, -0.952, -0.334], [-0.201, -0.216, 0.198], [0.171, 0.284, -0.031], [-0.097, 0.061, -0.017], [0.066, 0.335, 0.209], [-0.184, 0.093, 0.004], [0.115, 0.440, -0.036]], "mulliken_charge": [0.02, -0.18, -0.05, -0.17, 0.67, -0.60, -0.31, -0.02, 0.51, -0.39, -0.12, -0.13, 0.03, 0.01, -0.26, -0.79, -0.24, 0.30, 0.25, 0.31, 0.14, -0.11, -0.54, 0.08, 0.54, -0.21, 0.30, -0.59, -0.54, 0.27, 0.04, 0.47, 0.35, -0.52, 1.13, -0.71, -0.42, 0.77, -1.56, -0.27, 0.00, 0.01, 0.43, 0.33, 0.33, 0.35, 0.30, -0.20, -0.62, 1.18, -0.62, -0.32, -0.08, -0.73, -0.90, 0.30, 0.18, 0.39, -0.12, 0.37, 0.30, 0.37, 0.31, -0.66, 1.36, -0.67, -0.35, -0.04, -1.20, -0.43, 0.33, 0.22, 0.33, 0.37, 0.23, 0.21, 0.01, 0.34, -0.54, 1.17, -0.65, -0.41, 0.24, -1.11, -0.61, 0.38, -0.02, 0.08, 0.35, 0.37, 0.43, -0.02, 0.35, -0.57, 0.89, -0.45, -0.54, 0.33, 0.05, 0.30, -0.36, 1.01, -0.61, -0.57, 0.36, 0.16, -0.04, -0.73, 1.01, -0.62, -0.49, 0.12, 0.33, 0.31, -0.47, 0.91, -0.42, -0.59, -0.08, 0.32, 0.34, -0.72, 0.87, -0.45, -0.52, 0.28, 0.21, 0.32]}